[1]
The following is a quantum chemistry calculation of one molecule with the formula C3H6O2S, from the OMol25 dataset.

LUMO level ... 0.7 eV
F_max ... 1.8 eV/Å
ΔE to the lowest compared entry with this formula, charge and spin ... 192.9 kJ/mol

Geometry (Å):
O  0.44165  -0.87859  -1.50254
C  -0.74308  -0.60064  -0.87349
C  -0.89952  0.84789  -0.42265
O  0.16755  1.65787  -0.72283
C  -0.78950  -0.25504  0.60856
S  0.75850  -0.39880  1.48565
H  0.64431  -0.05468  -1.96787
H  -1.59052  -1.11097  -1.31801
H  -1.88060  1.35906  -0.55028
H  0.70380  1.69278  0.08240
H  -1.63037  -0.44152  1.25618
H  1.33642  -1.25136  0.65553

Atom charges from the Löwdin analysis, given in e for atoms 1 to 6: atom 1 (O): -0.02, atom 2 (C): -0.34, atom 3 (C): -0.35, atom 4 (O): -0.03, atom 5 (C): -0.51, atom 6 (S): 0.80


[2]
The following is a quantum chemistry calculation of one molecule with the formula C3H6O2S, from the OMol25 dataset.

LUMO level ... 0.5 eV
F_max ... 4.6 eV/Å
ΔE to the lowest compared entry with this formula, charge and spin ... 225.1 kJ/mol

Geometry (Å):
C  1.26416  -0.34859  0.64310
C  0.49878  0.36552  -0.38255
O  0.14283  1.72397  -0.08369
C  -0.80104  -0.38091  -0.19911
O  -0.82787  -1.52210  -0.40809
S  -2.34457  0.45343  0.22173
H  2.39693  -0.10669  0.64230
H  0.90811  -1.51687  0.23612
H  0.69301  -0.30119  1.57862
H  0.89061  0.26288  -1.43243
H  0.03449  2.14042  -1.03852
H  -2.85543  -0.76987  0.22253

Atom charges from the Löwdin analysis, given in e for atoms 1 to 6: atom 1 (C): -0.06, atom 2 (C): -0.46, atom 3 (O): -0.12, atom 4 (C): -0.81, atom 5 (O): 0.01, atom 6 (S): 0.85


[3]
The following is a quantum chemistry calculation of a 2-piece molecular cluster, C3H6O3 overall, from the OMol25 dataset.

LUMO level (spin up / spin down) ... -2.1 / -0.4 eV
F_max ... 1.7 eV/Å
ΔE to the lowest compared entry with this formula, charge and spin ... 599.0 kJ/mol

Geometry (Å):
C  -0.66252  0.80906  0.45947
C  1.73903  -0.15878  0.01685
C  0.26277  -0.31645  -0.21682
O  -1.91269  0.73817  0.09270
O  -2.24336  -1.36121  -0.70085
O  -0.19947  -1.22174  -0.84206
H  -2.71314  -0.50112  -0.66849
H  -0.13134  1.73079  0.14251
H  -0.45326  0.62595  1.53877
H  2.20813  0.11173  -0.93119
H  2.16475  -1.09380  0.37640
H  1.94110  0.63741  0.73272

Atom charges from the Löwdin analysis, given in e for atoms 1 to 6: atom 1 (C): -0.27, atom 2 (C): 0.00, atom 3 (C): -0.35, atom 4 (O): -0.02, atom 5 (O): -0.03, atom 6 (O): 0.11


[4]
The following is a quantum chemistry calculation of a 2-piece molecular cluster, C3H6O3 overall, from the OMol25 dataset.

LUMO level ... 0.7 eV
F_max ... 1.1 eV/Å
ΔE to the lowest compared entry with this formula, charge and spin ... 286.1 kJ/mol

Geometry (Å):
C  2.12401  -0.26646  0.22986
O  0.76364  -0.35151  0.64549
C  -0.13626  0.05809  -0.24597
O  0.08693  0.35122  -1.39156
C  -1.43661  0.11151  0.56200
O  -1.83740  1.14142  1.04089
H  2.30686  -0.93320  -0.61566
H  2.35529  0.76404  -0.05268
H  2.69180  -0.56799  1.10684
H  -1.89134  -0.87956  0.76306
H  -2.43302  -0.02310  -1.20680
H  -2.59388  0.59555  -0.83548

Atom charges from the Löwdin analysis, given in e for atoms 1 to 6: atom 1 (C): -0.03, atom 2 (O): -0.03, atom 3 (C): -0.49, atom 4 (O): 0.12, atom 5 (C): -0.27, atom 6 (O): 0.05


[5]
The following is a quantum chemistry calculation of a 2-piece molecular cluster, C3H6O3 overall, from the OMol25 dataset.

LUMO level ... 0.6 eV
F_max ... 2.3 eV/Å
ΔE to the lowest compared entry with this formula, charge and spin ... 206.8 kJ/mol

Geometry (Å):
C  -1.48345  -1.50423  -2.26056
C  -0.78416  -0.36710  -2.33377
O  -1.14448  0.76770  -1.64296
H  -1.04971  -2.37656  -2.74252
H  -2.51520  -1.65857  -1.97770
H  0.26083  -0.38166  -2.60978
H  -2.04100  1.03245  -1.85870
O  1.80326  2.06004  4.11815
C  1.83037  1.05665  3.49449
O  1.07720  0.83510  2.36719
H  2.39706  0.13170  3.71040
H  1.64928  0.40448  1.73577

Atom charges from the Löwdin analysis, given in e for atoms 1 to 6: atom 1 (C): 0.00, atom 2 (C): -0.27, atom 3 (O): -0.03, atom 4 (H): 0.05, atom 5 (H): 0.05, atom 6 (H): 0.10


[6]
The following is a quantum chemistry calculation of one molecule with the formula C3H6O3, from the OMol25 dataset.

LUMO level ... 0.8 eV
F_max ... 0.6 eV/Å
ΔE to the lowest compared entry with this formula, charge and spin ... 86.3 kJ/mol

Geometry (Å):
O  1.41068  -1.44206  0.02777
C  0.43970  -1.68527  -0.65123
O  -0.68707  -0.98839  -0.69285
C  -0.89350  0.04264  0.30402
C  -0.08143  1.31681  0.11157
O  1.22801  1.27506  0.60877
H  0.37412  -2.54407  -1.33252
H  -1.95844  0.26482  0.20522
H  -0.69562  -0.38254  1.29322
H  -0.11890  1.60468  -0.95227
H  -0.60291  2.10079  0.67511
H  1.59993  0.40372  0.39852

Atom charges from the Löwdin analysis, given in e for atoms 1 to 6: atom 1 (O): 0.07, atom 2 (C): -0.33, atom 3 (O): -0.02, atom 4 (C): -0.13, atom 5 (C): -0.25, atom 6 (O): -0.06


[7]
The following is a quantum chemistry calculation of one molecule with the formula C3H6O3, from the OMol25 dataset.

LUMO level ... 0.7 eV
F_max ... 1.4 eV/Å
ΔE to the lowest compared entry with this formula, charge and spin ... 47.0 kJ/mol

Geometry (Å):
O  -2.01840  0.59749  0.41590
C  -1.23050  0.42742  -0.47254
O  -1.46297  0.91503  -1.71005
C  0.03691  -0.40121  -0.41094
C  0.87708  -0.07927  0.78596
O  1.81469  -1.13214  0.98809
H  -2.35542  1.29222  -1.64640
H  0.49038  -0.33484  -1.39973
H  -0.33107  -1.42904  -0.41455
H  0.21933  0.10963  1.64194
H  1.42058  0.84723  0.68353
H  2.53939  -0.81252  1.53877

Atom charges from the Löwdin analysis, given in e for atoms 1 to 6: atom 1 (O): 0.11, atom 2 (C): -0.53, atom 3 (O): 0.10, atom 4 (C): -0.09, atom 5 (C): -0.26, atom 6 (O): -0.06


[8]
The following is a quantum chemistry calculation of C3H6O3 as an isolated structure, from the OMol25 dataset.

LUMO level ... 0.6 eV
F_max ... 2.9 eV/Å
ΔE to the lowest compared entry with this formula, charge and spin ... 435.3 kJ/mol

Geometry (Å):
O  -1.62742  0.70958  -0.42044
C  -1.06318  -0.65194  0.32635
C  0.43445  -0.59923  0.04272
O  0.62748  -0.45043  -1.34183
C  1.06565  0.60678  0.74692
O  1.63114  1.47724  0.12519
H  -1.03222  0.67775  -1.19614
H  -1.97919  -0.54403  -0.47904
H  -1.23738  -0.48917  1.40196
H  0.94260  -1.49942  0.44057
H  1.30823  0.23806  -1.44475
H  0.98342  0.64476  1.85006

Atom charges from the Löwdin analysis, given in e for atoms 1 to 6: atom 1 (O): -0.13, atom 2 (C): -0.04, atom 3 (C): -0.38, atom 4 (O): -0.04, atom 5 (C): -0.18, atom 6 (O): 0.07


[9]
The following is a quantum chemistry calculation of one molecule with the formula C3H6O3, from the OMol25 dataset.

LUMO level ... 0.6 eV
F_max ... 6.3 eV/Å
ΔE to the lowest compared entry with this formula, charge and spin ... 146.9 kJ/mol

Geometry (Å):
O  1.15181  -1.91465  -0.10579
C  0.73643  -0.86756  -0.46423
O  0.21133  -0.84257  -1.72599
C  0.68237  0.51711  0.12046
C  -0.80400  0.85235  0.37750
O  -1.28306  -0.35830  0.82258
H  0.30165  -1.63968  -2.18118
H  1.22286  1.29519  -0.41555
H  1.10051  0.32194  1.10133
H  -1.37088  1.21215  -0.45386
H  -0.78937  1.70434  1.00704
H  -1.15967  -0.28031  1.91769

Atom charges from the Löwdin analysis, given in e for atoms 1 to 6: atom 1 (O): 0.13, atom 2 (C): -0.54, atom 3 (O): 0.10, atom 4 (C): -0.07, atom 5 (C): -0.30, atom 6 (O): -0.08


[10]
The following is a quantum chemistry calculation of a 2-piece molecular cluster, C3H6O3 overall, from the OMol25 dataset.

LUMO level ... 0.7 eV
F_max ... 4.3 eV/Å
ΔE to the lowest compared entry with this formula, charge and spin ... 199.9 kJ/mol

Geometry (Å):
C  2.61562  0.97083  0.39055
C  2.19040  -0.48255  0.18668
O  1.12890  -0.83659  -0.16727
H  2.67939  1.43865  -0.57078
H  3.70949  1.08990  0.48973
H  2.06710  1.39506  1.31116
H  3.07683  -1.16828  0.45636
O  -2.36738  1.11248  0.24486
C  -2.28916  -0.07047  0.16505
O  -1.68256  -0.74843  -0.89685
H  -2.55359  -0.75290  1.00738
H  -0.71208  -0.72898  -0.59343

Atom charges from the Löwdin analysis, given in e for atoms 1 to 6: atom 1 (C): -0.05, atom 2 (C): -0.32, atom 3 (O): 0.06, atom 4 (H): 0.07, atom 5 (H): 0.07, atom 6 (H): 0.12